[1]
The following is a quantum chemistry calculation of a molecular structure, C13H10AuF5N at a distorted geometry, from the OMol25 dataset.

The geometry in XYZ format:
```
30
Properties=species:S:1:pos:R:3:mulliken_spin:R:1
Au 0.5692 0.1691 -0.2022 0.356
F -4.2948 1.8724 -0.2124 0.003
F -1.2049 -2.4351 1.0219 -0.010
F -5.4908 -0.5217 0.5230 -0.002
F -3.8377 -2.6685 1.0798 0.003
F -1.7002 2.0783 -0.4734 0.012
N 0.4473 1.5895 1.0944 1.245
C -1.3245 -0.2131 0.0833 0.370
C 1.8752 1.8038 -1.4929 -0.054
C -1.9101 -1.3495 0.5747 -0.057
C 1.2087 -2.0892 -0.0846 0.063
C -3.3031 -1.4798 0.6841 0.006
C 3.0828 -0.8407 -0.6135 -0.029
C -2.1711 0.8588 -0.1392 -0.054
C -3.5452 0.7509 0.0401 -0.006
C 2.0361 -1.6319 -1.1783 0.040
C -4.1388 -0.4170 0.4197 -0.010
C 1.1820 2.5446 -0.5099 0.031
C 1.7557 -1.5289 1.1361 0.008
C 2.8995 -0.7685 0.7875 0.136
H 0.2287 1.8547 2.0686 -0.051
H 2.9814 1.8134 -1.4962 0.008
H 1.7634 3.2246 0.1474 -0.005
H 1.9434 -1.9974 -2.1947 -0.004
H 0.2257 2.9895 -0.8652 -0.009
H 3.5568 -0.2576 1.4979 0.016
H 1.4405 1.6145 -2.4862 0.002
H 3.9072 -0.4189 -1.1739 0.002
H 1.3839 -1.7317 2.1455 -0.003
H 0.4339 -2.8144 -0.1814 -0.008
```

As for the gap between HOMO and LUMO (spin up / spin down): 5.802 / 5.950 eV. Its spin multiplicity is 3. Its total energy is -1190.8400 hartree. As for the highest occupied orbital energy (spin up / spin down): -2.6 / -2.9 eV. Its relative energy (zero: lowest compared OMol25 entry of this formula, charge and spin) is 71.55 kcal/mol. Its net charge is -1.

=====

[2]
The following is a quantum chemistry calculation of a molecular structure, C53H53Br9N10 at a distorted geometry, from the OMol25 dataset.

The geometry in XYZ format:
```
125
Properties=species:S:1:pos:R:3:lowdin_charge:R:1
Br 1.6818 -24.4303 9.4860 0.636
Br 4.1843 -29.4013 8.6716 0.499
Br 8.0196 -27.7458 7.7092 0.492
Br 9.5702 -25.6623 5.7981 0.566
Br 11.0348 -27.2467 8.1561 0.617
Br 2.8264 -28.4334 11.4964 0.571
Br -0.4226 -25.1323 7.1584 0.555
Br 2.4284 -26.4846 7.0482 0.527
Br 5.2447 -26.5684 10.2325 0.523
N 5.2250 -21.4989 7.4408 0.070
N 11.6631 -22.7686 9.7185 0.071
N 5.2080 -18.8679 3.1951 0.060
N -0.0948 -20.8943 7.6528 0.058
N 1.3259 -23.8096 3.8556 0.058
N 11.2015 -18.0972 10.6478 0.060
N 11.0686 -19.8591 5.1180 0.050
N 7.0785 -18.1213 9.1744 0.046
N 6.1517 -22.6376 13.1828 0.044
N 7.1043 -27.5160 4.1548 0.043
C 1.8959 -21.5383 3.1495 -0.062
C 12.8043 -17.5599 8.9761 -0.096
C 9.1252 -21.9274 4.9588 -0.098
C 2.4249 -19.9839 8.4871 -0.091
C 0.3563 -21.1118 8.9212 -0.167
C 6.7775 -17.1058 9.9931 -0.154
C 1.5651 -20.6431 9.3539 -0.110
C 5.5934 -17.0503 7.5120 -0.055
C 4.7469 -27.0172 2.7969 -0.073
C 3.2023 -21.9211 3.0225 -0.078
C 6.4438 -21.7870 8.0124 -0.138
C 4.5214 -23.5215 11.6342 -0.134
C 11.0525 -20.9031 6.0145 -0.098
C 6.4250 -23.9809 6.9729 -0.075
C 12.5023 -17.8715 10.2864 -0.136
C 6.4818 -18.0902 7.9368 -0.113
C 7.0560 -23.0055 7.7902 -0.068
C 10.4763 -17.8198 8.3295 -0.067
C 10.7375 -21.7445 9.6639 -0.132
C 4.4282 -28.4343 10.3958 -1.466
C 6.8219 -17.2261 3.8536 -0.086
C 9.9305 -24.2499 10.2486 -0.081
C 7.0467 -26.6832 3.1169 -0.175
C 11.8222 -17.5919 8.0119 -0.090
C 6.1704 -16.2413 3.0821 -0.061
C 6.3390 -18.5194 3.8615 -0.146
C 10.2430 -18.0945 9.6666 -0.170
C 10.1404 -19.8504 4.1630 -0.154
C 11.2413 -24.0096 9.9605 -0.190
C 1.9909 -19.7554 7.1866 -0.067
C 5.9116 -26.3790 2.3935 -0.073
C 5.3528 -23.6580 12.7967 -0.122
C 4.9573 -16.5892 2.4311 -0.055
C 9.7499 -27.4015 6.7736 -1.480
C 4.7954 -27.9769 3.8516 -0.058
C 5.3392 -16.0051 8.3998 -0.078
C 9.9923 -21.8484 6.0337 -0.076
C 0.9596 -22.5549 3.5660 -0.126
C 4.5039 -17.9095 2.5911 -0.160
C 0.6659 -20.1205 6.8827 -0.160
C 5.8992 -16.0861 9.6602 -0.075
C 6.0658 -21.4731 12.4782 -0.141
C 9.4573 -21.8744 10.1383 -0.086
C 2.6457 -24.0958 3.9132 -0.179
C 5.1195 -23.7821 6.5358 -0.073
C 4.5650 -22.4967 6.7254 -0.105
C 4.4344 -22.3517 10.9464 -0.115
C 9.0704 -23.1529 10.5134 -0.068
C 5.1549 -21.2692 11.4326 -0.068
C 1.4582 -24.8602 7.6053 -1.534
C 9.2160 -20.9127 4.0151 -0.083
C 3.6039 -23.1999 3.4920 -0.079
C 6.0079 -28.2063 4.4945 -0.156
H 9.8547 -22.6245 6.7719 0.063
H 8.5290 -21.0700 3.1968 0.096
H 7.9828 -26.1801 2.9247 0.087
H 9.5270 -25.2496 10.3129 0.086
H 7.6955 -16.9940 4.4447 0.098
H 1.8888 -20.7430 10.3794 0.097
H 2.9104 -25.1199 4.1308 0.069
H 6.5649 -15.2386 3.1545 0.099
H 6.6567 -18.9192 7.2671 0.076
H 3.3770 -19.5640 8.7760 0.093
H 3.7782 -26.8356 2.3553 0.101
H 13.3531 -17.8563 10.9514 0.099
H 5.1809 -29.0108 10.9335 -0.035
H 5.1418 -16.9581 6.5353 0.089
H 11.0839 -20.7649 9.3692 0.081
H 5.1961 -20.3697 10.8362 0.089
H 3.6064 -18.1540 2.0424 0.096
H -0.0917 -22.3815 3.3896 0.098
H 6.1255 -28.9263 5.2909 0.083
H 4.6336 -24.5764 5.9885 0.062
H 4.5518 -15.7557 1.8768 0.096
H 8.7690 -21.0570 10.2948 0.096
H 0.1069 -19.8718 5.9928 0.095
H 5.6863 -15.3460 10.4173 0.102
H 4.6434 -23.4704 3.3794 0.095
H 1.5870 -20.5095 3.0370 0.094
H 4.7700 -15.1353 8.1067 0.106
H 2.6025 -19.1150 6.5683 0.095
H 3.5513 -22.2370 6.4584 0.084
H 6.7463 -20.7474 12.8985 0.098
H 11.9204 -24.8418 9.8475 0.076
H 9.2429 -18.3486 9.9852 0.057
H 3.8970 -24.3424 11.3138 -0.003
H 8.3037 -22.6270 4.9126 0.094
H 3.9629 -21.2622 2.6303 0.082
H 11.7295 -20.8405 6.8537 0.091
H 12.0872 -17.5414 6.9661 0.096
H 9.9701 -28.2276 6.0974 -0.005
H 5.4461 -24.6085 13.3010 0.095
H 8.0589 -23.2271 8.1242 0.070
H 5.9104 -25.6942 1.5584 0.104
H 13.8231 -17.4163 8.6479 0.099
H 6.9180 -24.9086 6.7227 0.036
H -0.3312 -21.6768 9.5331 0.097
H 3.8979 -28.3582 4.3158 0.091
H 7.3677 -17.1450 10.8967 0.105
H 8.0752 -23.2567 10.9198 0.094
H 9.7046 -17.8574 7.5748 0.091
H 6.9053 -19.2709 4.3915 0.085
H 10.1673 -19.0092 3.4862 0.097
H 1.7827 -24.0493 6.9532 -0.047
H 6.9494 -20.9678 8.5020 0.078
H 3.8360 -22.1891 10.0621 0.065
```

As for the gap between HOMO and LUMO: 8.748 eV. Its total energy is -25764.9230 hartree. As for the highest occupied orbital energy: -9.4 eV. Its net charge is 0.

=====

[3]
The following is a quantum chemistry calculation of 8 unconnected molecules or ions with the total composition C16H49ClN11O11 at a distorted geometry, from the OMol25 dataset.

The geometry in XYZ format:
```
88
Properties=species:S:1:pos:R:3:mulliken_spin:R:1
Cl 10.1352 26.4299 -3.7092 0.283
O 11.9136 21.6649 1.3074 -0.021
O 14.8219 29.6943 -5.3272 -0.306
O 5.5291 27.3474 -3.4983 -0.004
O 7.3287 22.3965 -2.8870 -0.013
O 8.8961 27.0859 -3.6915 0.007
O 11.2730 27.2525 -3.8404 -0.010
O 12.0095 28.3661 -8.7733 -0.019
O 10.8865 30.8578 -1.6439 -0.019
O 15.6290 22.6843 -3.4873 -0.472
O 10.2985 25.8022 -2.4663 0.012
O 10.2162 25.4403 -4.7607 -0.078
N 5.8406 25.7935 -5.1126 -0.006
N 8.2172 30.6296 -0.4019 -0.001
N 11.6155 22.7200 -0.5950 0.018
N 12.6889 23.6674 0.8400 0.003
N 16.3544 28.2825 -4.5821 0.647
N 13.3009 25.0161 -1.6563 0.237
N 10.9128 27.9650 -6.8609 -0.043
N 3.9045 26.5664 -4.7123 -0.002
N 12.3496 26.5082 -7.5458 0.005
N 8.3301 24.9058 -0.4100 0.001
N 14.3468 27.7184 -4.5286 -0.143
C 8.4969 28.1793 -0.1148 0.004
C 15.7989 23.4661 -4.6776 1.141
C 11.7017 27.6225 -7.8519 0.120
C 6.4528 23.3859 0.2357 0.002
C 7.5322 22.3930 -4.3146 0.044
C 9.2092 29.5415 -0.4421 -0.004
C 10.1118 29.5762 -1.6423 0.056
C 11.1718 31.2120 -3.0121 0.007
C 7.2549 23.6930 -2.3154 0.001
C 7.5773 23.7504 -0.7750 -0.007
C 14.5890 24.5965 -2.1656 -2.383
C 12.1093 22.6144 0.5871 0.043
C 5.1420 26.6402 -4.3811 0.015
C 14.5478 23.1183 -2.6715 0.238
C 15.5909 24.9010 -0.9350 0.878
C 15.1750 28.6452 -4.9067 1.072
H 5.4058 25.0500 -5.6402 0.000
H 10.8188 28.7468 -1.6648 -0.017
H 7.6434 28.3370 0.5445 0.001
H 10.5598 28.9071 -6.9502 -0.002
H 17.1021 28.7948 -5.0278 -0.343
H 8.1766 21.5845 -4.6599 -0.013
H 16.5531 22.9440 -5.2666 -0.430
H 15.4189 24.2143 -0.1061 0.030
H 3.3643 26.9414 -3.9457 0.000
H 8.7569 31.4796 -0.4813 0.000
H 12.5479 24.7293 -2.2652 -0.028
H 9.2454 24.9177 -0.8368 0.005
H 3.5375 25.9781 -5.4467 -0.002
H 8.3154 27.5931 -1.0157 0.002
H 10.2588 31.1427 -3.6035 0.003
H 12.2166 26.0451 -6.6581 0.015
H 11.4630 32.2597 -2.9370 -0.008
H 16.2492 24.4505 -4.5503 0.271
H 13.2009 26.0174 -1.7435 0.096
H 10.9897 27.5118 -5.9616 -0.005
H 9.5175 29.4549 -2.5480 0.007
H 6.6739 23.5137 1.2954 0.000
H 13.3610 27.8862 -4.6702 0.149
H 15.5628 25.9558 -0.6617 -0.018
H 11.7410 23.5946 -1.0843 0.001
H 9.1963 27.5278 0.4093 -0.002
H 16.6194 24.7983 -1.2809 -0.203
H 8.2851 22.9296 -0.6583 0.000
H 14.8140 25.2688 -2.9935 0.038
H 7.7939 30.5102 0.5073 0.000
H 6.2185 24.0030 -2.4484 -0.001
H 11.9437 30.5513 -3.4068 0.000
H 7.8302 24.3956 -2.9184 0.000
H 13.5861 22.9739 -3.1639 0.155
H 14.4332 22.4463 -1.8210 0.120
H 8.0329 23.3018 -4.6485 -0.006
H 12.8822 24.3479 0.1191 -0.009
H 9.8977 29.7179 0.3843 0.003
H 6.8166 25.7069 -4.8672 0.004
H 14.9000 23.5811 -5.2833 0.155
H 11.1114 21.9518 -1.0143 -0.007
H 6.0862 22.3742 0.0621 0.000
H 8.0043 25.6661 -0.9896 -0.002
H 12.9282 26.0503 -8.2355 -0.076
H 16.6063 27.4139 -4.1324 -0.328
H 5.4955 23.8838 0.0814 0.000
H 6.5938 22.0692 -4.7647 0.002
H 13.1912 23.6558 1.7162 0.010
H 14.5566 26.8795 -4.0068 0.128
```

As for the gap between HOMO and LUMO (spin up / spin down): 1.449 / 8.413 eV. Its spin multiplicity is 2. Its total energy is -2528.8835 hartree. As for the highest occupied orbital energy (spin up / spin down): 2.3 / -4.7 eV. Its net charge is -2.